22
Properties=species:S:1:pos:R:3 method="wB97M-V/def2-TZVPD" e_above_lowest_kcal_mol=0.0 gap_ev="5.16 / 4.84" total_energy_ha=-3694.7824 homo_ev="-21.7294 / -21.7295" total_charge=+4 spin_multiplicity=5
Tm -1.70227 0.96112 -3.23660
Tm 0.33160 0.07496 0.00775
Cl -0.79798 2.22113 -1.11016
Cl -0.50048 -1.23817 -2.10546
C 0.00852 -1.84145 1.35558
C -3.47073 2.24934 -2.50321
C -3.61959 -0.22075 -2.82153
O -0.10693 -2.85637 1.90239
O -4.31983 2.70203 -1.84450
O -4.66259 -0.62281 -2.49565
C 3.54558 -0.77025 0.32964
C 3.22553 0.63852 0.67835
N 2.01777 1.23035 0.65659
C 2.18546 2.56795 1.08660
C 3.50172 2.75036 1.32911
N 4.13218 1.52632 1.06738
H 4.28949 -0.78454 -0.48901
H 3.94799 -1.29108 1.21898
H 2.64567 -1.31822 -0.01873
H 1.33326 3.22101 1.15394
H 4.03944 3.62391 1.65863
H 5.12471 1.31692 1.15963